(1)
Formula: C30H35HgP2Sb
Source: the OMol25 dataset
Level of theory: ωB97M-V/def2-TZVPD

Results
Net charge = +1
Multiplicity = 2
LUMO energy (alpha / beta) = -2.59 / -4.67 eV

```
69
Properties=species:S:1:pos:R:3:mulliken_charge:R:1
C 0.65 0.69 -3.80 -0.745
H -0.82 0.86 1.17 0.014
H 0.85 -0.37 -3.69 0.276
C -2.73 -3.78 1.56 -0.662
H 5.87 2.58 -2.09 0.418
H 6.97 0.39 -1.80 0.405
H 1.94 2.86 0.00 0.754
H -5.84 0.77 -1.87 0.374
P 1.35 0.86 -1.14 0.093
H 4.02 -1.90 5.01 0.409
H 2.57 -2.37 6.96 0.388
C 0.18 -1.77 4.64 -0.420
H -2.82 -4.82 1.30 0.440
C 0.75 -2.07 5.86 -0.646
C -2.88 1.46 -2.87 -1.295
H -5.43 2.26 -0.99 0.379
C 0.78 1.55 -2.71 1.125
C -2.50 -1.09 2.24 -0.346
H -4.11 -1.32 -2.70 0.469
H -4.84 -3.51 1.88 0.411
H 0.18 0.51 -5.88 0.427
C 1.14 2.14 0.15 -1.018
C 5.91 0.48 -1.67 -0.476
C 2.38 -1.56 3.68 -0.378
H -2.60 2.51 -2.77 0.396
C -1.49 -3.17 1.57 -0.219
C 0.27 1.19 -5.04 -0.630
C 3.92 1.82 -1.66 -0.441
C 5.16 -0.64 -1.33 -0.788
C 0.12 3.40 -4.11 -0.721
H 5.64 -1.60 -1.21 0.419
H -5.88 0.80 -0.09 0.339
H -2.43 -0.05 2.51 0.375
C 2.13 -2.12 6.00 -0.508
C 2.95 -1.86 4.91 -0.616
H 1.26 2.41 2.27 0.411
H -4.63 -1.12 2.47 0.480
H 3.44 2.78 -1.82 0.330
C -5.36 1.17 -0.98 -1.256
H 0.61 3.60 -2.04 0.346
H -0.61 -3.75 1.32 0.452
H -2.05 0.93 -3.35 0.272
C 3.15 0.70 -1.33 1.095
H -0.09 4.45 -4.23 0.419
C -3.64 -1.38 -1.72 -1.292
H -2.70 -1.93 -1.80 0.271
P 0.32 -1.09 1.91 0.333
H 3.21 -1.41 -0.90 -0.004
C 5.28 1.71 -1.83 -0.752
C -1.36 -1.82 1.91 0.387
H -0.45 0.99 2.88 0.751
C -3.86 -3.04 1.89 -0.551
H -0.31 2.92 -6.15 0.412
C -0.03 0.71 1.92 -0.307
H -4.30 -1.93 -1.04 0.375
C 0.51 2.91 -2.87 -0.268
H -0.90 -1.75 4.54 0.323
C 0.99 -1.51 3.54 0.362
H 3.02 -1.37 2.82 0.439
C 0.00 2.54 -5.19 -0.449
H 0.12 -2.28 6.72 0.417
Sb -3.30 0.60 -0.96 0.457
C 3.78 -0.53 -1.16 -0.148
H -3.75 1.39 -3.52 0.510
Hg 0.50 -1.58 -0.77 0.298
H 0.19 2.64 -0.03 0.563
C -3.75 -1.70 2.22 -0.683
C 1.20 1.57 1.57 -1.300
H 2.13 1.01 1.70 0.306
```



(2)
Formula: C30H35InN9O4PS5
Source: the OMol25 dataset
Level of theory: ωB97M-V/def2-TZVPD

Results
Multiplicity = 1
LUMO energy = -0.26 eV

```
85
Properties=species:S:1:pos:R:3:mulliken_charge:R:1
H 0.20 3.98 5.11 0.340
N -4.55 1.09 -4.38 -0.564
H -2.32 1.33 4.57 0.434
C -3.56 0.26 -4.00 0.678
O 1.56 -0.48 0.35 -0.546
C 2.59 -4.96 1.93 -0.937
N -1.18 2.97 3.87 0.159
H 0.32 4.38 3.37 0.409
S -4.08 0.40 1.84 -0.354
C -5.80 0.67 -4.24 -0.056
H 0.40 -0.63 3.30 0.522
S 0.83 -1.74 0.27 1.419
C -1.45 5.03 -1.66 -0.631
H 2.20 1.45 2.48 0.375
C 3.76 -0.09 -2.93 -0.541
C -1.28 -3.29 -2.55 -0.031
In -1.11 -0.32 -1.74 0.788
C -6.16 -0.57 -3.72 -0.707
H 1.77 0.73 4.70 0.399
C 1.36 2.14 2.54 -1.193
N -3.87 -1.00 -3.61 0.197
O -1.78 -4.36 -2.88 -0.748
S -2.46 1.44 -0.44 -0.465
C 4.68 -6.27 1.41 -1.484
C 3.74 -5.12 1.16 1.128
C -1.36 1.78 4.80 -0.800
H -2.29 5.70 -1.80 0.436
C 2.79 -0.78 -3.66 -0.972
C 3.13 -3.15 -0.11 -0.465
H 4.90 -4.31 -0.45 0.402
C 1.98 -3.02 0.66 -0.623
C 1.48 -0.41 -3.48 -0.093
C 2.02 1.29 -2.03 0.314
C 4.00 -4.19 0.15 -0.768
H -7.19 -0.85 -3.56 0.402
C -3.26 0.13 0.39 0.451
H 0.55 -4.01 -1.79 0.335
N 1.69 2.40 -1.28 0.313
C -0.42 5.33 -0.77 -0.630
H -2.14 3.55 -3.07 0.327
C 0.61 3.27 -1.38 0.561
H 0.79 -3.80 2.26 0.559
C 0.20 3.57 4.10 -0.843
S -1.92 0.76 -4.02 -0.293
N 1.23 2.60 3.94 0.171
H 2.44 2.73 -0.69 0.275
N 1.08 0.59 -2.66 -0.015
H 4.80 -0.37 -3.00 0.424
C -0.37 0.14 3.33 -1.337
H -1.33 -0.36 3.22 0.348
C 0.99 1.47 4.85 -0.951
H -1.35 2.18 5.82 0.349
C -1.36 2.54 2.43 -1.162
H 4.82 -6.85 0.50 0.340
C 1.70 -3.91 1.68 -0.408
H 3.32 -2.44 -0.90 0.370
N -0.30 0.84 4.63 0.200
N -0.36 2.97 -2.22 -0.023
H -6.57 1.36 -4.57 0.405
C -1.37 3.85 -2.36 -0.395
H 0.68 -0.93 -4.00 0.443
H -2.36 2.13 2.32 0.401
P -0.14 1.25 1.84 1.566
H 1.04 1.83 5.88 0.299
H 5.66 -5.91 1.72 0.322
H -1.89 3.67 4.09 0.354
S -3.13 -1.40 -0.37 -0.269
H -1.28 3.43 1.79 0.226
H 4.30 -6.94 2.18 0.341
N 0.41 -1.96 -1.25 0.300
O -0.26 -1.88 1.21 -0.676
H -3.06 -1.65 -3.43 0.209
H 4.11 1.53 -1.57 0.385
C -0.21 -3.30 -1.47 -0.352
H -0.69 -3.70 -0.58 0.455
H 2.38 -5.66 2.72 0.311
H 1.59 3.00 1.92 0.332
C -5.13 -1.41 -3.42 -0.031
C 3.38 0.95 -2.12 -0.765
C 0.63 4.45 -0.62 -0.676
H 1.46 4.67 0.03 0.380
H -5.25 -2.42 -3.04 0.463
H 3.04 -1.59 -4.32 0.455
H -0.43 6.26 -0.21 0.442
O -1.58 -2.13 -3.04 -0.710
```



(3)
Formula: C30H35N3O3Rb
Source: the OMol25 dataset
Level of theory: ωB97M-V/def2-TZVPD

Results
Net charge = -1
Multiplicity = 1
LUMO energy = 2.17 eV

```
72
Properties=species:S:1:pos:R:3:mulliken_charge:R:1
C -0.56 4.32 1.02 -0.745
H 4.72 -2.48 -4.47 0.417
H 1.64 -1.94 3.18 0.176
H 5.28 -0.76 2.26 0.405
C 3.89 -2.13 -3.86 -0.614
C 4.38 -0.62 1.67 -0.700
C 1.38 3.30 0.17 -0.441
H -1.49 3.90 -0.93 0.317
C 4.11 -1.69 -2.57 -0.829
C 0.16 -1.62 -4.02 0.398
H 0.63 -1.07 -6.04 0.396
H 0.93 -1.54 4.73 0.293
C -2.43 -0.80 2.03 0.297
H -4.06 -2.07 1.38 0.389
H -3.57 1.72 3.35 0.397
H -1.76 -0.89 -6.70 0.397
Rb -0.98 0.29 -1.17 0.800
H 5.12 -1.67 -2.16 0.277
H 1.89 4.16 -0.30 0.282
H -0.38 2.12 4.07 0.422
N 2.08 -0.29 0.17 0.642
H 2.39 -2.50 -5.36 0.452
N 1.80 -1.26 -2.30 0.153
C -3.37 1.20 -2.69 -0.077
C -0.76 0.15 3.28 -0.179
H -3.23 1.89 1.63 0.216
H 1.38 4.37 2.07 0.442
H -4.30 1.57 -3.19 0.463
C -1.99 0.41 2.60 0.549
C 2.11 0.07 1.45 -0.861
H -2.79 -1.98 -2.69 0.412
N -0.78 -1.87 -3.10 -0.392
C -0.94 3.40 -0.13 0.599
O 0.30 2.89 -0.67 -0.456
C 4.34 -1.02 0.34 -0.720
C -0.45 -1.22 3.10 1.168
C 3.25 -0.07 2.24 -1.059
C 3.17 -0.83 -0.37 0.287
C 1.58 -1.68 -3.55 0.441
C -2.46 -1.44 -4.75 -0.633
H -4.54 -0.41 1.73 0.354
H 1.18 0.43 1.87 0.897
H 2.09 2.47 0.24 0.106
C -0.01 1.10 4.17 -1.362
H 3.22 0.23 3.28 0.443
C -1.49 -1.19 -5.69 -0.449
C -1.58 -3.24 1.90 -1.801
C 0.70 -1.95 3.74 -1.518
C -2.05 -1.78 -3.47 0.038
C -3.74 -1.02 1.31 -1.138
C -2.76 1.70 2.60 -1.542
C 0.75 3.69 1.49 0.336
H -1.33 4.35 1.79 0.414
H -2.12 2.56 2.83 0.088
H 5.20 -1.49 -0.11 0.248
C 3.03 -1.28 -1.81 0.832
H -3.69 -0.76 0.25 0.006
H 1.07 1.14 3.96 0.090
H -0.65 -3.78 2.11 0.407
O -2.29 1.49 -3.26 -0.695
H 0.46 -3.01 3.90 0.481
H -2.39 -3.78 2.41 0.298
H 0.54 2.80 2.09 -0.434
H -0.08 0.85 5.24 0.379
O -3.54 0.54 -1.63 -0.666
C 2.60 -2.14 -4.37 -0.785
H -3.51 -1.33 -4.97 0.413
H -1.54 2.57 0.24 -0.705
C -0.15 -1.29 -5.33 -0.811
H -1.77 -3.35 0.83 0.225
H -0.38 5.34 0.66 0.321
C -1.48 -1.79 2.32 0.751
```



> What is the multiplicity in the second record?

1